# 1
Here is a structure of composition C25H20IN5O6PdS2 from the OMol25 dataset. Energies are from wB97M-V/def2-TZVPD.

Structure (XYZ):
```
60
Properties=species:S:1:pos:R:3:mulliken_spin:R:1
Pd -0.609 0.063 -0.686 1.40
N -2.435 3.584 1.495 0.01
C -1.758 2.537 0.993 -0.13
S -2.573 1.164 0.467 0.51
N -0.405 2.727 1.031 0.50
N 0.315 1.746 0.534 -0.01
C 1.614 1.957 0.500 -0.01
C 2.233 3.230 0.917 0.07
C 3.199 3.228 1.921 0.03
C 3.765 4.421 2.342 -0.01
C 3.388 5.616 1.746 0.02
C 2.439 5.619 0.732 -0.01
C 1.852 4.433 0.324 0.06
C 2.467 0.857 0.003 0.10
C 3.795 1.077 -0.343 0.06
C 4.531 0.008 -0.834 -0.02
C 3.924 -1.228 -0.949 0.06
C 2.584 -1.346 -0.588 -0.01
N 1.876 -0.332 -0.135 0.05
H -3.439 3.570 1.503 0.00
H -1.932 4.394 1.815 0.00
H 3.493 2.293 2.383 0.00
H 4.503 4.416 3.133 0.00
H 3.837 6.546 2.069 0.00
H 2.153 6.549 0.258 0.00
H 1.116 4.428 -0.469 0.00
H 4.232 2.060 -0.249 0.01
H 5.562 0.146 -1.130 0.00
H 4.465 -2.085 -1.325 0.00
H 2.059 -2.291 -0.676 0.00
O -1.488 0.403 -3.922 0.03
S -0.306 1.255 -3.224 -0.02
O 0.185 2.076 -4.281 0.01
O -0.959 1.942 -2.092 0.06
O 0.649 0.262 -2.715 0.02
I -4.348 0.152 -5.375 0.04
C -3.306 -1.057 -4.068 0.34
C -3.443 -2.410 -4.082 -0.08
C -2.698 -3.183 -3.185 0.39
C -1.810 -2.535 -2.281 -0.02
N -1.640 -1.265 -2.223 0.33
C -2.377 -0.376 -3.108 -0.05
H -4.117 -2.886 -4.781 0.00
H -2.792 -4.258 -3.165 0.02
H -1.245 -3.129 -1.570 0.02
H -2.943 0.309 -2.464 0.07
O -2.828 -1.821 0.482 0.00
C -1.757 -2.084 1.030 0.00
O -0.650 -1.449 0.896 0.15
C -1.703 -3.232 2.014 0.01
C -2.866 -3.643 2.655 0.00
C -2.837 -4.714 3.536 0.00
C -1.648 -5.394 3.766 0.00
C -0.486 -4.991 3.123 0.00
C -0.512 -3.905 2.258 0.00
H -3.787 -3.116 2.445 0.00
H -3.744 -5.022 4.041 0.00
H -1.627 -6.239 4.443 0.00
H 0.444 -5.517 3.300 0.00
H 0.391 -3.562 1.770 0.00
```

## Properties
Kohn-Sham gap (alpha / beta) ... 7.32 / 5.57 eV
Max |F| ... 1.73 eV/A
Multiplicity ... 5
E_tot ... -79233.2014 eV
Energy relative to the best compared isomer or geometry (same formula, charge and spin) ... 0.312 eV



# 2
Here is a cluster of 2 separate species, C2H5NOS in total from the OMol25 dataset. Energies are from wB97M-V/def2-TZVPD.

Structure (XYZ):
```
10
Properties=species:S:1:pos:R:3:mulliken_charge:R:1
C 1.605 0.427 0.126 -0.41
C 0.316 -0.271 -0.086 0.09
H 4.031 -0.554 0.615 0.36
H 1.677 1.399 -0.261 0.34
H 1.448 0.966 1.121 0.23
H 0.157 -1.446 -0.164 0.37
H -2.857 0.512 -1.161 0.16
N -0.669 0.500 -0.157 -0.37
O 2.906 -0.310 -0.178 -0.60
S -2.159 -0.177 0.133 -0.18
```

## Properties
Kohn-Sham gap ... 8.27 eV
Max |F| ... 6.22 eV/A
E_tot ... -16522.1681 eV
Energy relative to the best compared isomer or geometry (same formula, charge and spin) ... 6.213 eV